{"formula": "C14H17N3", "method": "the ωB97M-V functional and the def2-TZVPD basis", "largest_force_ha_per_bohr": 0.119, "lumo_energy_ev": 0.829, "relative_energy_kcal_mol": 81.1, "smiles": "Cc1c[nH]c2ccccc12.CCc1c[nH]cn1", "spin_multiplicity": 1, "symbols": ["C", "C", "C", "C", "C", "N", "N", "H", "H", "H", "H", "H", "H", "H", "H", "C", "C", "C", "C", "C", "C", "C", "C", "C", "N", "H", "H", "H", "H", "H", "H", "H", "H", "H"], "xyz": [[-2.015, -0.028, -0.575], [-3.358, 0.502, -1.075], [-2.227, -0.428, 0.892], [-2.240, -1.659, 1.572], [-1.728, 0.149, 3.001], [-1.988, 0.676, 1.823], [-1.914, -1.299, 2.854], [-1.776, -1.104, -1.007], [-1.210, 0.687, -0.738], [-4.297, -0.025, -0.986], [-2.385, -2.656, 1.192], [-1.563, 0.507, 3.970], [-1.529, -2.024, 3.438], [-3.404, 0.534, -2.156], [-3.386, 1.503, -0.559], [1.847, 0.181, -3.346], [1.630, 2.010, -1.707], [1.882, 0.698, -2.035], [1.909, 1.018, 0.360], [1.870, 0.007, -0.791], [2.043, 0.688, 1.653], [1.724, -1.385, -0.435], [2.077, -0.695, 1.920], [1.754, -1.619, 0.939], [1.779, 2.312, -0.246], [1.660, 2.883, -2.296], [1.360, 3.002, 0.313], [0.923, -0.489, -3.558], [2.771, -0.275, -3.651], [2.554, 1.223, 2.513], [1.602, -2.152, -1.280], [2.217, -1.045, 2.928], [1.445, -2.657, 1.155], [1.973, 0.956, -4.079]]}

=====

{"formula": "C14H17N3O2", "method": "the ωB97M-V functional and the def2-TZVPD basis", "largest_force_ha_per_bohr": 0.328, "lumo_energy_ev": 0.534, "relative_energy_kcal_mol": 270.4, "smiles": "COc1cccc(C(=O)NCCCn2ccnc2)c1", "spin_multiplicity": 1, "symbols": ["C", "H", "H", "O", "C", "C", "C", "C", "C", "C", "H", "H", "H", "C", "O", "N", "H", "C", "C", "H", "H", "C", "N", "C", "N", "C", "C", "H", "H", "H", "H", "H", "H", "H", "H", "H"], "xyz": [[-0.479, 6.020, -1.362], [0.549, 6.190, -1.673], [-1.062, 6.364, -2.112], [-0.679, 4.613, -1.641], [-0.049, 3.769, -1.052], [-0.281, 2.526, -1.045], [0.338, 1.619, -0.249], [1.505, 1.851, 0.496], [1.760, 3.228, 0.724], [0.982, 4.142, 0.069], [1.447, 5.250, 0.349], [2.566, 3.568, 1.473], [1.819, 1.096, 1.038], [0.212, 0.029, -0.536], [-0.952, -0.325, -1.011], [1.134, -0.707, -0.421], [1.931, -0.447, -0.303], [0.997, -2.174, -0.645], [1.289, -3.113, 0.631], [1.322, -4.002, 0.553], [2.111, -2.610, 1.074], [0.016, -2.646, 1.683], [-1.077, -3.543, 1.147], [-1.412, -4.762, 1.476], [-2.245, -5.355, 0.531], [-2.946, -4.299, 0.014], [-2.327, -3.115, 0.144], [-2.046, -2.185, -0.124], [-3.893, -4.189, -0.520], [-0.863, -5.463, 2.011], [0.303, -3.134, 2.543], [-0.299, -1.720, 1.409], [0.110, -2.448, -1.102], [1.733, -2.544, -1.457], [-1.001, 2.201, -1.796], [-0.511, 6.316, -0.317]]}

=====

{"formula": "C14H17N3O3", "method": "the ωB97M-V functional and the def2-TZVPD basis", "largest_force_ha_per_bohr": 0.032, "lumo_energy_ev": -0.070, "relative_energy_kcal_mol": 64.5, "smiles": "COC[C@@H](C)NC(=O)COc1nncc2ccccc12", "spin_multiplicity": 1, "symbols": ["C", "O", "C", "C", "N", "C", "O", "C", "H", "H", "O", "C", "N", "N", "C", "C", "C", "C", "C", "C", "C", "H", "H", "H", "H", "H", "H", "C", "H", "H", "H", "H", "H", "H", "H", "H", "H"], "xyz": [[1.243, -1.962, 0.450], [1.972, -2.600, -0.567], [2.640, -1.749, -1.467], [1.763, -1.162, -2.596], [0.910, -0.093, -2.114], [1.285, 1.197, -2.135], [2.325, 1.598, -2.608], [0.254, 2.169, -1.546], [0.789, 2.878, -0.909], [-0.227, 2.704, -2.370], [-0.794, 1.541, -0.827], [-0.534, 1.195, 0.445], [0.644, 1.435, 0.953], [0.923, 1.108, 2.206], [0.036, 0.528, 2.953], [-1.276, 0.203, 2.508], [-2.249, -0.432, 3.296], [-3.486, -0.698, 2.768], [-3.793, -0.344, 1.447], [-2.862, 0.277, 0.655], [-1.590, 0.558, 1.177], [-3.085, 0.560, -0.362], [-4.775, -0.564, 1.056], [-4.238, -1.186, 3.371], [-2.006, -0.701, 4.313], [0.349, 0.292, 3.960], [0.017, -0.342, -1.718], [0.921, -2.240, -3.264], [0.281, -1.805, -4.027], [0.305, -2.747, -2.524], [1.569, -2.978, -3.727], [2.443, -0.696, -3.318], [3.123, -0.920, -0.931], [3.412, -2.373, -1.925], [1.095, -2.701, 1.237], [1.790, -1.105, 0.857], [0.258, -1.621, 0.104]]}

=====

{"formula": "C14H17N3O3", "method": "the ωB97M-V functional and the def2-TZVPD basis", "largest_force_ha_per_bohr": 0.050, "lumo_energy_ev": 0.440, "relative_energy_kcal_mol": 34.7, "smiles": "C[C@H](NC(=O)[C@@H](N)Cc1c[nH]c2ccccc12)C(=O)O", "spin_multiplicity": 1, "symbols": ["C", "C", "C", "C", "C", "C", "C", "C", "C", "C", "C", "C", "C", "C", "H", "H", "H", "H", "H", "H", "H", "H", "H", "H", "H", "H", "H", "H", "H", "H", "H", "N", "N", "N", "O", "O", "O"], "xyz": [[-0.260, 0.231, 1.621], [0.918, 1.007, 1.112], [-1.429, -0.090, 0.672], [-0.989, -0.988, -0.448], [-0.627, -0.666, -1.767], [-0.914, -2.393, -0.370], [-0.366, -2.892, -1.558], [-1.373, -3.336, 0.624], [-0.064, -4.286, -1.744], [-1.075, -4.690, 0.445], [-0.399, -5.135, -0.681], [1.466, 3.002, -0.247], [1.283, 4.269, 0.600], [1.412, 3.345, -1.734], [-0.113, 0.957, 3.519], [-1.228, 1.794, 2.612], [0.122, -0.743, 1.936], [-1.897, 0.726, 0.166], [-2.202, -0.560, 1.332], [-0.485, 0.280, -2.251], [0.525, -1.776, -3.145], [-1.668, -2.977, 1.599], [0.292, -4.633, -2.713], [-1.256, -5.401, 1.239], [-0.262, -6.162, -0.920], [-0.424, 2.059, 0.000], [2.448, 2.636, -0.069], [2.145, 4.149, -1.871], [1.698, 2.428, -2.372], [0.445, 3.713, -2.014], [0.489, 4.889, 2.253], [-0.826, 0.852, 2.812], [-0.229, -1.820, -2.447], [0.572, 1.932, 0.187], [2.032, 0.833, 1.593], [1.676, 5.383, 0.289], [0.559, 4.062, 1.737]]}

=====

{"formula": "C14H17N3O4", "method": "the ωB97M-V functional and the def2-TZVPD basis", "largest_force_ha_per_bohr": 0.132, "lumo_energy_ev": 0.405, "relative_energy_kcal_mol": 94.6, "smiles": "N[C@@H](CO)C(=O)N[C@@H](Cc1c[nH]c2ccccc12)C(=O)O", "spin_multiplicity": 1, "symbols": ["C", "C", "C", "C", "C", "C", "C", "C", "C", "C", "C", "C", "C", "C", "H", "H", "H", "H", "H", "H", "H", "H", "H", "H", "H", "H", "H", "H", "H", "H", "H", "N", "N", "N", "O", "O", "O", "O"], "xyz": [[0.805, -3.630, -1.332], [1.010, -2.516, -0.386], [2.103, -4.015, -2.043], [-0.797, -0.968, 0.648], [-2.098, -1.555, 0.765], [-0.909, 0.552, 0.237], [-0.016, 1.563, 0.870], [1.354, 1.689, 0.937], [-0.471, 2.931, 0.982], [0.583, 3.792, 1.196], [-1.730, 3.524, 1.129], [0.476, 5.227, 1.373], [-1.938, 4.876, 1.259], [-0.826, 5.799, 1.422], [-0.584, -4.215, -2.851], [0.136, -2.702, -3.056], [0.424, -4.468, -0.727], [2.559, -3.119, -2.332], [2.737, -4.497, -1.289], [2.745, -5.310, -3.324], [-0.857, -2.143, -1.070], [-0.263, -1.106, 1.574], [-0.867, 0.676, -0.858], [-1.958, 0.669, 0.454], [2.201, 0.827, 0.984], [2.561, 3.446, 1.349], [-2.498, 2.711, 0.989], [1.320, 5.752, 1.684], [-2.869, 5.408, 1.444], [-0.931, 6.887, 1.570], [-1.293, -3.016, 1.185], [-0.264, -3.348, -2.335], [-0.089, -1.666, -0.439], [1.689, 2.994, 1.146], [2.010, -2.307, 0.258], [1.863, -5.003, -3.066], [-3.141, -1.059, 0.349], [-2.178, -2.680, 1.305]]}

=====

{"formula": "C14H17N4O4PdSe4", "method": "the ωB97M-V functional and the def2-TZVPD basis", "largest_force_ha_per_bohr": 0.015, "total_charge": 1, "lumo_energy_ev": [-5.450, -5.658], "relative_energy_kcal_mol": 28.8, "spin_multiplicity": 5, "s2": 6.0237, "symbols": ["Pd", "Se", "Se", "Se", "Se", "O", "C", "O", "C", "C", "C", "C", "O", "C", "O", "C", "C", "H", "H", "H", "H", "H", "C", "N", "C", "N", "C", "N", "C", "N", "C", "C", "H", "H", "H", "H", "H", "H", "H", "H", "H", "H", "H", "H"], "xyz": [[0.360, -0.197, 0.531], [1.324, -1.987, 2.084], [1.028, -0.657, 3.869], [-0.232, 0.883, 2.730], [1.071, 1.176, -1.611], [4.219, -1.561, -0.699], [3.315, -0.761, -0.726], [2.083, -1.004, -1.067], [3.587, 0.688, -0.345], [4.842, 1.162, -0.185], [5.071, 2.536, 0.144], [4.006, 3.370, 0.296], [3.977, 4.700, 0.599], [2.623, 5.088, 0.648], [1.837, 3.888, 0.308], [2.694, 2.927, 0.129], [2.396, 1.543, -0.167], [5.680, 0.491, -0.315], [6.079, 2.911, 0.265], [2.403, 5.837, -0.110], [2.335, 5.383, 1.656], [1.862, 1.180, 0.754], [-2.501, -0.059, -0.545], [-1.556, -1.074, 0.016], [-1.328, -2.123, -1.030], [-2.571, -2.732, -1.433], [-3.462, -1.695, -1.958], [-3.744, -0.669, -0.949], [-4.357, -1.316, 0.214], [-3.480, -2.344, 0.773], [-2.241, -1.734, 1.179], [-3.205, -3.343, -0.262], [-2.015, 0.413, -1.402], [-2.682, 0.694, 0.226], [-0.652, -2.873, -0.613], [-0.840, -1.645, -1.884], [-4.400, -2.154, -2.269], [-2.997, -1.226, -2.828], [-5.297, -1.776, -0.091], [-4.565, -0.563, 0.976], [-1.561, -2.488, 1.581], [-2.421, -0.970, 1.936], [-4.142, -3.809, -0.567], [-2.545, -4.112, 0.142]]}

=====

Please write out number 3 again, unchanged.
{"formula": "C14H17N3O3", "method": "the ωB97M-V functional and the def2-TZVPD basis", "largest_force_ha_per_bohr": 0.032, "lumo_energy_ev": -0.070, "relative_energy_kcal_mol": 64.5, "smiles": "COC[C@@H](C)NC(=O)COc1nncc2ccccc12", "spin_multiplicity": 1, "symbols": ["C", "O", "C", "C", "N", "C", "O", "C", "H", "H", "O", "C", "N", "N", "C", "C", "C", "C", "C", "C", "C", "H", "H", "H", "H", "H", "H", "C", "H", "H", "H", "H", "H", "H", "H", "H", "H"], "xyz": [[1.243, -1.962, 0.450], [1.972, -2.600, -0.567], [2.640, -1.749, -1.467], [1.763, -1.162, -2.596], [0.910, -0.093, -2.114], [1.285, 1.197, -2.135], [2.325, 1.598, -2.608], [0.254, 2.169, -1.546], [0.789, 2.878, -0.909], [-0.227, 2.704, -2.370], [-0.794, 1.541, -0.827], [-0.534, 1.195, 0.445], [0.644, 1.435, 0.953], [0.923, 1.108, 2.206], [0.036, 0.528, 2.953], [-1.276, 0.203, 2.508], [-2.249, -0.432, 3.296], [-3.486, -0.698, 2.768], [-3.793, -0.344, 1.447], [-2.862, 0.277, 0.655], [-1.590, 0.558, 1.177], [-3.085, 0.560, -0.362], [-4.775, -0.564, 1.056], [-4.238, -1.186, 3.371], [-2.006, -0.701, 4.313], [0.349, 0.292, 3.960], [0.017, -0.342, -1.718], [0.921, -2.240, -3.264], [0.281, -1.805, -4.027], [0.305, -2.747, -2.524], [1.569, -2.978, -3.727], [2.443, -0.696, -3.318], [3.123, -0.920, -0.931], [3.412, -2.373, -1.925], [1.095, -2.701, 1.237], [1.790, -1.105, 0.857], [0.258, -1.621, 0.104]]}